Molecular formula: C15H20ClOW
Method: DFT, ωB97M-V/def2-TZVPD

The geometry in ORCA input format:
```
! RIJCOSX wB97M-V def2-TZVPD def2/J DEFGRID3
* xyz -1 3
W -0.07 0.11 2.06
C 2.17 0.32 3.00
C 2.47 -0.58 1.90
C 2.07 0.06 0.70
H 3.00 -1.50 1.98
C 1.52 1.34 0.99
C 1.59 1.53 2.44
H 1.45 2.46 2.97
H 2.44 0.19 4.03
H 2.23 -0.33 -0.31
H 1.27 2.10 0.26
C -2.24 0.25 2.48
C -1.71 1.51 2.88
C -1.23 2.17 1.70
H -1.79 1.97 3.86
C -1.41 1.29 0.58
C -2.03 0.10 1.08
H -2.39 -0.73 0.44
H -2.88 -0.41 3.10
H -0.87 3.21 1.64
H -1.23 1.53 -0.45
O 0.46 -3.09 0.62
C -0.28 -0.37 -3.51
C 0.19 -1.45 -2.96
C 0.55 0.90 -3.27
C -1.83 -0.29 -3.50
C 0.54 -2.99 -0.59
H 1.30 -1.45 -2.88
H -0.52 -2.32 -3.10
H -0.09 -3.60 -1.32
H 1.55 -2.73 -1.03
H 0.76 1.60 -4.05
H 1.51 0.37 -2.91
H -0.03 1.32 -2.41
H -2.36 -0.19 -4.41
H -1.92 0.57 -2.75
H -2.03 -1.27 -3.01
Cl -0.15 -1.59 3.75
*
```

* expectation value of S²: 2.016
* HOMO level (spin up / spin down): 0.0 / -3.6 eV
* E_LUMO (spin up / spin down): 2.7205 / 2.6409 eV
* gap between HOMO and LUMO (spin up / spin down): 2.700 / 6.249 eV
* molar mass: 435.617 g/mol
* calculated total energy: -32270.1771 eV